C4H11NOS | wB97M-V/def2-TZVPD

## Properties
- orbital gap (eV) = 9.40
- relative energy (zero: lowest compared OMol25 entry of this formula, charge and spin) (kJ/mol) = 194.1
- LUMO level (eV) = 0.8
- maximum force (eV/Å) = 2.11

Each line ends with the natural charge from an NBO analysis.
Atoms and positions in Å:
S: -1.62313 -0.43053 -2.88328  -0.03
O: 0.85519 -0.05953 3.40274  -0.72
N: 1.31566 0.16987 1.06531  -0.69
C: -0.85229 -0.04007 -0.11395  -0.44
C: 0.10231 0.85451 0.71672  -0.19
C: -0.40625 -0.05346 -1.56918  -0.51
C: 1.81305 -0.26303 2.33764  0.12
H: 0.43527 -0.72864 -1.74824  0.22
H: -0.73417 -1.01592 0.36385  0.22
H: -2.49000 0.50264 -2.46678  0.11
H: 0.29037 1.75867 0.12227  0.18
H: 2.64529 0.31604 2.75999  0.14
H: -0.08152 0.96434 -1.80252  0.20
H: 1.99509 -1.32898 2.29309  0.16
H: -1.91019 0.17569 0.05066  0.22
H: -0.38382 1.22482 1.62024  0.18
H: 0.35806 0.72212 3.14478  0.46
H: 1.82707 -0.19734 0.28184  0.37

Cartesian forces, eV/Å:
0.0 -0.2 0.5
-0.3 -0.5 -0.8
0.6 0.2 -0.8
0.2 -0.8 1.0
-0.4 0.2 0.0
-0.1 0.6 -0.4
-1.1 0.8 1.6
-0.1 0.1 0.1
-0.1 -0.2 -0.3
-0.1 0.0 -0.1
0.2 0.0 0.1
0.6 -0.3 -0.9
0.3 -0.2 -0.1
0.4 -0.2 0.2
0.1 0.5 -0.4
-0.2 -0.2 -0.1
0.0 0.0 0.4
0.0 0.0 0.0